(1)
DFT (wB97M-V/def2-TZVPD) results for a structure of composition C16H14N3O3SV.

Last column: Löwdin charge in e.
Element x y z (Å)
V 0.1212 0.1963 0.3870  0.76
O 0.5607 1.7207 -0.7789  -0.18
C -0.1889 2.7267 -1.1433  -0.34
C 0.4065 3.8450 -1.7685  -0.03
C -0.3419 4.9111 -2.2130  -0.12
C -1.7389 4.9213 -2.0691  -0.13
C -2.3402 3.8431 -1.4614  -0.08
C -1.6058 2.7461 -0.9782  -0.15
C -2.3386 1.6654 -0.3587  -0.10
N -1.7843 0.6511 0.2647  -0.12
C -2.6805 -0.3967 0.7809  -0.20
C -1.8953 -1.2548 1.7639  -0.20
N -0.5548 -1.4603 1.1963  -0.11
C 0.0792 -2.5570 1.4392  -0.08
C 1.4164 -2.8477 0.9556  -0.14
C 1.9757 -4.0851 1.3054  -0.08
C 3.2084 -4.4886 0.8490  -0.13
C 3.9086 -3.6289 -0.0134  -0.11
C 3.3882 -2.4081 -0.3742  -0.02
C 2.1416 -1.9581 0.1167  -0.34
O 1.7112 -0.7754 -0.2312  -0.16
H 1.4843 3.8263 -1.8794  0.11
H 0.1566 5.7531 -2.6806  0.09
H -2.3292 5.7563 -2.4247  0.08
H -3.4199 3.8274 -1.3352  0.10
H -3.4259 1.7031 -0.4209  0.11
H -3.0251 -1.0240 -0.0444  0.11
H -3.5627 0.0363 1.2589  0.11
H -2.4039 -2.2067 1.9348  0.11
H -1.7958 -0.7282 2.7138  0.12
H -0.4173 -3.3375 2.0186  0.12
H 1.4025 -4.7351 1.9608  0.10
H 3.6239 -5.4428 1.1449  0.08
H 4.8762 -3.9289 -0.4003  0.09
H 3.9238 -1.7377 -1.0348  0.11
O 1.6738 2.2140 3.8769  -0.62
S 1.7391 1.7291 2.4859  0.72
N 0.5635 0.9380 1.9799  -0.50

Forces on atoms 1 to 3 (eV/Å):
0.2837 0.2048 -2.0697
-0.2048 0.6954 -0.4954
0.2546 -0.5579 0.1516

Summary:
LUMO energy (alpha / beta)   0.105 / 0.106 hartree
Relative energy (zero: lowest compared OMol25 entry of this formula, charge and spin)   10.7 kcal/mol
HOMO (alpha / beta)   -2.20 / -4.77 eV
Multiplicity   4
Net charge   -1
⟨S²⟩   3.8265

(2)
DFT (wB97M-V/def2-TZVPD) results for a structure of composition C3H6OSn.

Last column: Löwdin charge in e.
Element x y z (Å)
Sn 2.6225 -3.2557 -0.7150  1.87
C 0.6274 1.2527 -0.1637  0.03
C 0.0882 -0.1400 -0.0605  -0.42
O 0.7053 -1.1346 -0.4824  -0.16
C -1.2957 -0.3307 0.4578  0.02
H -0.2360 1.8400 -0.4818  0.11
H 1.3542 1.3563 -0.9684  0.10
H 1.0259 1.5984 0.7900  0.12
H -1.8184 -0.7233 -0.4191  0.12
H -1.7296 0.6090 0.7885  0.11
H -1.3438 -1.0721 1.2545  0.11

Forces on atoms 1 to 3 (eV/Å):
-1.3813 1.5920 0.1175
-0.3947 -0.4314 -0.9536
0.1975 0.2552 0.2087

Summary:
LUMO energy   -0.468 hartree
Relative energy (zero: lowest compared OMol25 entry of this formula, charge and spin)   4.4 kcal/mol
HOMO   -18.21 eV
Net charge   +2

(3)
DFT (wB97M-V/def2-TZVPD) results for the molecule C3H4N2OS2.

Last column: Löwdin charge in e.
Element x y z (Å)
O 2.6359 -0.6746 -0.1105  -0.03
C 1.2962 -0.8753 0.0034  -0.33
C 0.5568 -1.9938 -0.1045  0.00
N -0.7059 -1.5244 0.2474  -0.09
N -0.7757 -0.1477 0.1647  -0.51
S -2.4194 0.2824 -0.1983  0.77
C 0.5276 0.4293 0.0035  -0.82
S 0.9130 1.9564 0.0422  0.72
H 2.7460 0.4068 -0.0638  0.12
H 0.8675 -2.9781 0.0504  0.11
H -1.5659 -1.9032 -0.1278  0.08
H -2.9430 0.3935 1.2245  -0.03

Forces on atoms 1 to 3 (eV/Å):
0.1621 2.6303 0.3980
2.4727 3.2803 -1.6720
-0.5531 2.8561 1.5890

Summary:
SMILES string   Oc1c[nH]n(S)c1=S
LUMO energy   0.000 hartree
Relative energy (zero: lowest compared OMol25 entry of this formula, charge and spin)   76.6 kcal/mol
HOMO   -7.92 eV
Net charge   0

(4)
DFT (wB97M-V/def2-TZVPD) results for a cluster of 2 separate species, C5H13NSi in total.

Last column: Löwdin charge in e.
Element x y z (Å)
C -0.6241 -2.6819 -0.3427  -0.23
C 0.2924 -1.5049 -0.6145  -0.37
Si 1.0371 -0.5854 0.6464  0.67
N 2.0239 0.7886 0.3204  -0.23
C 2.9410 1.0438 -0.8795  -0.10
H -0.1157 -3.5043 0.1641  0.06
H -1.3042 -2.3021 0.3577  0.01
H -1.2002 -3.1189 -1.1387  0.06
H 1.0849 -1.7277 -1.3362  0.00
H 0.6302 -0.6823 1.9901  -0.06
H 1.9897 1.5501 0.9468  0.04
H 3.8211 0.6124 -0.3984  0.06
H 2.7232 0.4062 -1.6826  0.04
H 3.1791 2.0936 -1.0289  0.07
C -2.2425 1.3357 0.2888  -0.08
C -1.9814 0.9609 1.4989  -0.11
H -2.2302 0.7161 -0.5601  0.04
H -2.6601 2.3125 0.3267  0.04
H -1.8798 -0.1152 1.5354  0.03
H -2.2376 1.6589 2.2968  0.06

Forces on atoms 1 to 3 (eV/Å):
1.1003 -0.0455 0.5828
1.4443 -0.8128 0.0481
0.0292 0.8523 -2.1854

Summary:
SMILES string   C/C=[SiH]/NC.C=C
LUMO energy   0.022 hartree
Relative energy (zero: lowest compared OMol25 entry of this formula, charge and spin)   101.1 kcal/mol
HOMO   -7.23 eV
Net charge   0

(5)
DFT (wB97M-V/def2-TZVPD) results for a structure of composition C28H25Br2N4O3Re.

Last column: Löwdin charge in e.
Element x y z (Å)
Re -0.5139 0.2067 -0.0630  1.68
O 0.8570 0.2619 -4.5915  0.07
C 1.6546 -0.8051 -4.4407  -0.26
C 2.6759 -1.0182 -5.3673  0.00
C 3.5092 -2.1088 -5.2556  -0.06
C 3.3460 -3.0140 -4.2089  -0.08
C 2.3606 -2.8072 -3.2737  -0.02
C 1.5135 -1.6925 -3.3563  -0.09
C 0.5572 -1.4352 -2.2869  -0.42
O -0.2911 -0.4731 -2.3065  -0.13
N 0.6388 -2.2499 -1.2433  0.04
N -0.1880 -2.0178 -0.2486  -0.12
C -0.5717 -2.9968 0.5173  -0.04
C -1.6437 -2.9319 1.4416  -0.15
C -2.0176 -4.0615 2.1890  -0.03
C -3.1302 -4.0437 2.9918  -0.07
C -3.9271 -2.8930 3.0604  -0.06
C -3.6002 -1.7726 2.3466  0.01
C -2.4430 -1.7401 1.5237  -0.34
O -2.1359 -0.6633 0.9020  -0.22
H 0.1520 0.2074 -3.9162  0.07
H 2.7827 -0.3098 -6.1721  0.12
H 4.2923 -2.2677 -5.9829  0.11
H 3.9882 -3.8779 -4.1376  0.10
H 2.2240 -3.4941 -2.4529  0.11
H -0.0930 -3.9629 0.3670  0.14
H -1.4279 -4.9606 2.1054  0.12
H -3.4039 -4.9172 3.5609  0.11
H -4.8080 -2.8972 3.6841  0.11
H -4.2096 -0.8841 2.3958  0.12
Br 4.4523 0.3807 4.4274  0.85
C 2.9609 0.4339 3.2735  -0.64
C 1.8530 -0.3868 3.5102  -0.05
C 0.8024 -0.3425 2.6266  -0.07
N 0.7963 0.4248 1.5239  -0.04
C 1.8653 1.2510 1.3010  -0.16
C 2.9500 1.2757 2.1715  -0.02
C 1.7969 2.0035 0.0574  -0.17
C 2.5893 3.1101 -0.2441  -0.02
C 2.3849 3.7758 -1.4432  -0.63
Br 3.3637 5.3357 -1.8662  0.85
C 1.4032 3.3086 -2.3212  -0.04
C 0.6597 2.2189 -1.9508  -0.08
N 0.8237 1.5616 -0.7892  -0.09
H 1.8237 -1.0457 4.3634  0.12
H -0.0749 -0.9545 2.7980  0.12
H 3.7984 1.9086 1.9684  0.12
H 3.3216 3.4783 0.4585  0.12
H 1.2211 3.8039 -3.2591  0.12
H -0.1332 1.8664 -2.5903  0.12
C -3.6298 3.3272 1.1574  -0.08
C -2.8109 2.0350 1.2388  -0.52
C -2.2038 1.9275 2.6361  -0.08
C -1.7505 2.0382 0.1593  -0.22
H -4.4087 3.3082 1.9128  0.08
H -4.1022 3.4373 0.1867  0.08
H -2.9855 4.1839 1.3434  0.08
H -3.4764 1.1864 1.0601  0.11
H -1.5920 2.8007 2.8492  0.08
H -1.5842 1.0389 2.7200  0.03
H -2.9839 1.8771 3.3906  0.08
H -1.0537 2.8584 0.3620  0.07
H -2.2238 2.1934 -0.8138  0.07

Forces on atoms 1 to 3 (eV/Å):
-2.5282 -3.0618 -0.8258
-0.4633 0.5211 -0.0768
0.4200 -0.7193 0.4535

Summary:
LUMO energy (alpha / beta)   -0.174 / -0.190 hartree
HOMO (alpha / beta)   -10.20 / -10.21 eV
Multiplicity   2
Net charge   +1
⟨S²⟩   0.7883

(6)
DFT (wB97M-V/def2-TZVPD) results for a cluster of 2 separate species, C4H13N4 in total.

Last column: Löwdin charge in e.
Element x y z (Å)
C -2.3042 0.4294 1.7461  0.01
C 2.1494 -1.0921 0.7401  -0.08
C -2.7030 0.1223 -0.5252  -0.13
C 0.3329 1.0471 -1.6682  -0.02
N 1.7541 -0.0557 0.0199  0.01
N -1.8172 0.2961 0.5921  -0.14
N 3.4801 -1.4253 0.9769  0.11
N 0.5931 0.4343 -0.2919  -0.09
H -1.6665 0.7609 2.5175  0.06
H -3.4698 0.3890 1.9564  0.13
H 1.4841 -1.7013 1.2343  0.12
H -3.7674 0.0377 -0.3143  0.08
H -2.6320 1.0484 -1.1071  0.08
H -2.2892 -0.7930 -1.1308  0.13
H -0.7700 1.2503 -1.7424  0.07
H 0.9237 1.9543 -1.7790  0.08
H 0.5824 0.3123 -2.4783  0.09
H 2.4814 0.2802 -0.6662  0.20
H 3.6275 -2.3787 1.3215  0.12
H 4.3089 -1.0899 0.4337  0.14
H -0.2986 0.1737 0.1651  0.04

Forces on atoms 1 to 3 (eV/Å):
-2.8819 0.3515 -0.5038
2.4600 1.6792 -1.3995
0.7228 -1.3367 -1.5988

Summary:
LUMO energy   -0.112 hartree
Relative energy (zero: lowest compared OMol25 entry of this formula, charge and spin)   96.2 kcal/mol
HOMO   -12.13 eV
Net charge   +1

Calculated max |F|, 0.0528 0.0432 0.1256 0.0840 0.0789 0.1012 Eh/bohr (same order as the records).